Density functional theory data (the ωB97M-V functional and the def2-TZVPD basis) for a cluster of 5 separate species, C21H41BrO10S5 in total at a distorted geometry.

XYZ file:
```
78
Properties=species:S:1:pos:R:3:forces:R:3
O -7.051 -0.293 -3.122 1.2 -0.1 0.1
C -5.898 -0.259 -2.764 -1.4 0.2 -0.3
O -4.896 0.391 -3.399 0.1 -1.0 0.1
C -4.978 0.395 -4.817 0.2 0.4 0.0
Br -5.258 2.270 -5.321 -0.1 0.0 -0.1
C -3.700 -0.168 -5.416 -0.1 0.0 0.2
C -3.895 -0.866 -6.756 0.2 0.3 -0.3
C -4.499 -0.019 -7.883 -0.3 -0.5 -0.3
S -5.496 -1.087 -8.996 0.0 -0.3 -0.1
H -5.557 -0.771 -1.861 0.2 0.3 0.2
H -5.850 -0.162 -5.138 -0.3 0.1 0.0
H -3.318 -0.916 -4.726 0.0 0.0 0.2
H -2.945 0.613 -5.439 0.1 0.1 -0.1
H -2.916 -1.201 -7.094 0.1 -0.1 0.1
H -4.480 -1.774 -6.633 -0.2 0.0 0.2
H -5.153 0.761 -7.525 -0.1 0.2 0.1
H -3.722 0.411 -8.502 0.1 0.3 0.1
H -6.563 -0.307 -9.198 0.1 0.2 0.1
O -1.860 -3.501 -3.572 0.0 0.1 -0.1
S -1.631 -2.414 -2.650 0.1 0.0 0.3
O -1.370 -1.081 -3.143 0.0 -0.1 -0.2
C -2.989 -2.365 -1.487 -0.2 -0.1 0.2
C -2.540 -3.276 -0.350 0.1 -0.1 0.0
C -1.063 -2.936 -0.103 -0.4 -0.1 -0.1
C -0.369 -2.891 -1.467 0.1 -0.1 0.3
H -3.897 -2.696 -1.987 0.1 0.0 -0.1
H -3.092 -1.332 -1.153 0.0 0.0 0.0
H -3.144 -3.123 0.543 0.0 0.0 0.0
H -2.640 -4.322 -0.649 0.0 0.0 0.0
H -0.981 -1.965 0.371 -0.1 0.0 0.0
H -0.585 -3.660 0.550 0.1 0.0 0.0
H 0.433 -2.158 -1.495 0.0 0.0 -0.1
H 0.011 -3.867 -1.761 0.0 0.0 -0.1
O -0.899 -1.316 3.243 0.0 -0.2 -0.2
S 0.215 -0.652 2.616 0.3 0.5 0.1
O 0.761 -1.115 1.361 0.1 -0.1 0.1
C -0.155 1.092 2.477 -0.1 0.2 0.1
C 0.363 1.690 3.782 0.0 -0.1 0.0
C 1.724 1.034 4.034 -0.1 -0.2 -0.1
C 1.548 -0.476 3.809 0.1 0.2 0.2
H -1.225 1.217 2.327 0.0 -0.1 0.0
H 0.394 1.475 1.617 0.0 -0.1 0.0
H 0.449 2.771 3.718 0.0 0.0 0.0
H -0.325 1.452 4.597 0.0 0.0 0.0
H 2.457 1.431 3.334 0.0 0.0 0.0
H 2.092 1.238 5.036 0.0 0.0 0.0
H 2.441 -0.942 3.402 -0.1 -0.1 0.0
H 1.240 -0.992 4.716 -0.1 0.0 0.0
O 4.456 5.168 3.112 0.0 -0.1 0.0
S 3.259 5.110 3.910 -0.1 0.1 0.1
O 2.690 3.837 4.289 0.1 0.0 -0.1
C 3.482 6.127 5.364 0.0 0.2 0.1
C 3.009 7.511 4.928 0.0 0.0 -0.1
C 1.722 7.280 4.122 0.0 0.0 0.0
C 1.998 6.134 3.139 -0.2 0.2 0.0
H 4.526 6.092 5.665 0.0 -0.1 -0.1
H 2.850 5.718 6.151 0.0 0.0 0.0
H 2.839 8.160 5.785 0.0 0.0 0.0
H 3.765 7.979 4.295 0.0 0.0 0.0
H 0.914 6.999 4.799 0.0 0.0 0.0
H 1.410 8.179 3.594 0.0 0.0 0.0
H 1.119 5.523 2.952 0.1 -0.1 0.0
H 2.404 6.494 2.197 0.1 -0.1 0.0
O 1.693 -4.598 0.144 -0.1 -0.1 0.0
S 2.879 -4.835 0.928 0.2 0.0 0.1
O 2.894 -5.837 1.962 -0.2 0.0 0.0
C 4.256 -5.089 -0.186 0.2 0.1 -0.2
C 4.801 -3.685 -0.433 -0.1 0.0 0.1
C 4.802 -2.988 0.934 0.0 -0.1 0.0
C 3.441 -3.262 1.588 0.2 0.3 0.0
H 3.901 -5.589 -1.083 -0.1 0.0 0.1
H 4.982 -5.716 0.331 0.0 0.0 0.0
H 5.796 -3.717 -0.873 0.0 0.0 0.0
H 4.145 -3.149 -1.122 0.0 0.0 0.0
H 5.601 -3.401 1.553 0.0 0.0 0.0
H 4.981 -1.918 0.841 0.0 0.0 0.0
H 3.505 -3.347 2.670 -0.1 -0.1 0.0
H 2.697 -2.514 1.315 -0.1 -0.1 0.0
```
Positions in Å, forces in eV/Å.

LUMO level in eV: 0.24
SMILES: O=CO[C@@H](Br)CCCS.O=S1(=O)CCCC1.O=S1(=O)CCCC1.O=S1(=O)CCCC1.O=S1(=O)CCCC1
HOMO energy in eV: -8.75
Net charge: 0
DFT total energy in hartree: -6142.07013

***

Density functional theory data (the ωB97M-V functional and the def2-TZVPD basis) for a structure of composition C21H41IN4O4Pb.

XYZ file:
```
72
Properties=species:S:1:pos:R:3:forces:R:3
Pb 1.350 -0.698 1.115 -0.1 -0.2 0.1
C -1.512 1.287 -4.507 0.2 0.1 0.0
C -0.557 1.523 -3.330 -0.2 0.1 0.0
C -1.094 2.694 -2.484 0.2 -0.3 0.0
C -0.152 3.245 -1.398 0.0 0.3 -0.2
C -0.564 4.663 -0.996 -0.1 -0.1 0.1
C 1.314 3.280 -1.817 0.0 -0.1 0.1
N -0.277 2.293 -0.221 0.3 -0.2 0.1
C -1.469 2.507 0.651 -0.3 -0.2 0.3
C -2.305 1.276 0.970 0.2 0.0 0.1
N -1.657 0.142 1.627 0.0 0.1 -0.2
C -1.285 0.474 3.008 0.2 0.2 -0.2
C -0.134 1.533 3.089 -0.4 0.2 0.1
O -0.305 2.469 3.858 0.1 -0.2 -0.1
O 0.872 1.382 2.297 0.0 -0.3 -0.2
C -2.553 -1.034 1.480 0.0 -0.2 0.2
C -3.804 -0.959 2.363 0.1 0.1 -0.1
C -1.849 -2.386 1.681 0.0 0.1 -0.3
C -1.646 -3.186 0.368 0.0 0.0 0.2
C -3.012 -3.631 -0.164 0.2 0.1 0.0
C -0.842 -4.445 0.712 -0.1 0.1 0.0
N -0.839 -2.364 -0.569 0.3 -0.1 -0.2
C -1.253 -2.048 -1.937 0.0 0.2 0.2
C -1.403 -0.569 -2.347 0.0 0.0 -0.1
N -0.225 0.317 -2.527 0.1 -0.1 0.1
C 1.027 -0.339 -2.980 -0.2 -0.1 0.3
C 1.884 -0.705 -1.745 -0.1 -0.1 -0.1
O 2.274 0.293 -1.066 0.0 0.0 0.0
O 2.054 -1.898 -1.428 -0.3 0.2 0.0
H -1.482 2.151 -5.172 0.0 0.0 0.0
H -2.544 1.154 -4.180 0.0 0.0 -0.1
H -1.209 0.412 -5.085 0.0 0.0 0.0
H 0.381 1.864 -3.765 0.1 0.0 0.1
H -2.043 2.397 -2.021 -0.1 0.1 0.0
H -1.326 3.509 -3.172 0.0 0.0 0.0
H -0.184 5.352 -1.749 0.0 0.0 0.0
H -0.122 4.937 -0.036 0.0 0.0 0.0
H -1.644 4.800 -0.942 0.0 0.0 0.0
H 1.406 3.709 -2.815 0.0 0.0 0.0
H 1.760 2.288 -1.802 0.0 -0.1 -0.1
H 1.879 3.911 -1.127 0.0 0.0 0.0
H 0.546 2.316 0.398 0.0 0.0 0.0
H -0.238 1.349 -0.657 -0.1 -0.1 0.0
H -2.146 3.196 0.154 0.1 0.0 -0.1
H -1.129 2.992 1.561 0.1 0.1 0.0
H -2.744 0.909 0.040 0.0 0.0 0.0
H -3.133 1.663 1.585 0.0 0.0 -0.1
H -0.944 -0.426 3.529 0.0 -0.1 -0.1
H -2.129 0.896 3.564 0.0 0.0 0.1
H -2.874 -1.000 0.436 0.0 0.0 0.0
H -3.542 -1.096 3.412 -0.1 0.0 0.0
H -4.501 -1.748 2.078 0.0 0.0 0.0
H -4.323 -0.004 2.257 0.0 0.0 0.0
H -2.431 -3.003 2.369 0.0 0.0 0.1
H -0.874 -2.239 2.153 0.1 0.0 0.0
H -3.506 -4.219 0.610 0.0 0.0 0.0
H -2.907 -4.265 -1.044 0.0 0.0 0.0
H -3.664 -2.790 -0.408 0.0 0.0 -0.1
H -1.333 -5.012 1.504 0.0 0.0 0.0
H 0.160 -4.178 1.057 0.0 0.0 0.0
H -0.749 -5.091 -0.164 0.0 0.0 0.0
H 0.067 -2.804 -0.671 0.1 0.2 0.2
H -2.237 -2.469 -2.137 -0.1 0.0 -0.1
H -0.566 -2.528 -2.635 0.0 0.0 -0.1
H -2.069 -0.077 -1.630 -0.1 0.0 0.0
H -1.956 -0.643 -3.291 0.0 0.0 0.1
H 1.607 0.380 -3.556 0.0 0.0 0.0
H 0.846 -1.208 -3.617 0.0 -0.1 0.1
I 4.209 -1.020 3.674 -0.2 0.0 -0.2
C 2.542 -2.048 2.737 0.1 0.3 0.1
H 1.915 -2.348 3.581 0.0 0.0 0.0
H 2.990 -2.951 2.319 -0.1 0.1 -0.1
```
Positions in Å, forces in eV/Å.

LUMO level in eV: 0.14
HOMO energy in eV: -7.06
Net charge: 0
DFT total energy in hartree: -1835.29068

***

Density functional theory data (the ωB97M-V functional and the def2-TZVPD basis) for a structure of composition C21H41O3P3Pt at a distorted geometry.

XYZ file:
```
69
Properties=species:S:1:pos:R:3:forces:R:3
P 3.517 -0.375 0.227 -1.0 0.6 1.3
C 4.225 -0.525 1.873 0.3 -0.2 0.1
H 5.111 -1.177 1.832 -0.2 0.1 0.0
H 3.493 -0.955 2.575 0.2 0.1 -0.3
H 4.529 0.468 2.237 -0.1 -0.3 -0.2
C 3.272 -1.985 -0.531 0.0 -0.3 -0.2
H 3.031 -1.886 -1.599 0.2 0.0 0.3
H 2.451 -2.527 -0.035 0.3 0.2 0.0
H 4.195 -2.579 -0.427 -0.2 0.2 0.0
C 4.494 0.747 -0.779 -0.2 0.4 -0.1
H 5.431 0.251 -1.080 -0.3 0.0 0.1
H 4.748 1.642 -0.189 -0.1 -0.3 -0.2
H 3.944 1.056 -1.678 0.3 -0.1 0.2
P -1.435 4.848 -0.540 -0.4 -0.2 -0.1
C -0.875 4.163 1.134 0.5 -0.5 -1.2
H -1.214 4.795 1.941 -0.1 0.2 0.2
H 0.239 4.095 1.135 -0.8 0.4 -0.1
H -1.231 3.116 1.266 -0.1 0.8 -0.3
C -0.330 5.907 -1.632 0.4 -1.4 -0.3
H -0.438 5.543 -2.675 -0.4 0.2 0.6
H 0.747 5.785 -1.427 -0.5 -0.3 0.5
H -0.487 6.968 -1.607 -0.7 0.6 0.2
C -3.214 4.554 -1.133 1.0 -1.3 -0.6
H -3.932 5.324 -0.941 0.0 0.9 0.2
H -3.662 3.632 -0.725 0.6 0.3 0.4
H -3.184 4.342 -2.224 0.2 0.6 0.6
P -2.923 -2.126 0.274 0.9 1.1 0.5
C -3.597 -2.613 1.864 -0.1 0.0 0.1
H -3.948 -3.655 1.812 0.1 0.2 0.0
H -4.445 -1.962 2.118 0.2 -0.1 -0.1
H -2.826 -2.526 2.643 -0.1 0.0 -0.3
C -4.209 -2.035 -0.974 -0.1 0.5 -0.2
H -4.668 -3.030 -1.099 0.2 0.2 0.2
H -3.803 -1.706 -1.941 -0.2 -0.2 0.3
H -4.988 -1.328 -0.654 0.2 -0.2 -0.1
C -1.562 -3.197 -0.205 0.1 -0.6 -0.1
H -1.863 -4.247 -0.049 0.1 0.2 -0.1
H -0.680 -2.985 0.419 -0.4 0.0 0.0
H -1.302 -3.066 -1.265 -0.2 0.0 0.3
Pt -0.218 0.832 -3.260 -3.6 11.9 9.0
C 1.883 0.379 0.519 2.0 -1.0 -1.3
O 0.886 0.924 0.757 -0.3 0.7 0.3
C -2.240 -0.440 0.550 -3.2 -4.4 0.0
O -1.679 0.543 0.653 1.7 3.0 -0.3
C -1.415 -0.232 -4.387 0.7 -0.7 -1.9
C -0.930 -0.996 -3.194 -2.7 -2.5 -0.5
C 0.477 -0.964 -2.734 0.2 -0.9 -0.8
C 1.488 -0.092 -3.398 2.1 -0.7 -2.3
C 1.144 0.671 -4.663 0.0 -0.6 -1.7
C -0.352 0.638 -5.194 0.8 -1.8 0.0
H -2.453 0.120 -4.493 0.4 -1.0 -0.3
H -1.759 -1.281 -2.472 1.5 -0.3 -1.1
H 0.665 -1.227 -1.703 0.1 -0.3 0.0
H 2.366 0.292 -2.849 -0.3 -1.0 -0.5
H 1.700 1.575 -4.953 0.3 -1.0 -0.4
H -0.723 1.506 -5.787 0.4 -1.0 0.1
C 0.817 -1.148 4.634 0.2 0.3 -0.2
C 1.221 -2.572 4.219 -0.3 -0.3 0.2
C 0.798 -2.711 2.754 -0.1 0.0 -0.2
O 0.040 -1.535 2.377 0.3 -0.2 0.1
C -0.106 -0.652 3.518 -0.5 0.0 0.0
H 0.305 -1.133 5.600 0.2 0.0 -0.2
H 1.696 -0.497 4.708 -0.2 -0.1 0.1
H 0.678 -3.306 4.823 0.2 0.1 -0.1
H 2.291 -2.755 4.349 -0.2 0.0 0.0
H 1.672 -2.788 2.083 -0.2 0.0 0.1
H 0.171 -3.602 2.596 0.2 0.2 0.0
H -1.163 -0.666 3.827 0.3 0.0 0.0
H 0.129 0.365 3.182 0.0 -0.2 0.1
```
Positions in Å, forces in eV/Å.

LUMO level (alpha / beta) in eV: -11.69 / -13.23
HOMO energy (alpha / beta) in eV: -17.69 / -19.45
2S+1: 5
Net charge: +4
Energy above the lowest of the compared OMol25 structures with the same formula, charge and spin in kJ/mol: 735.9
Expectation value of S²: 6.01
DFT total energy in hartree: -2191.87687